# 1
{"formula": "C24H72O12S12", "method": "ωB97M-V/def2-TZVPD", "total_energy_ev": -180625.191, "e_above_lowest_kcal_mol": 303.6, "lumo_energy_ev": -0.16, "symbols": ["C", "S", "O", "C", "H", "H", "H", "H", "H", "H", "C", "S", "O", "C", "H", "H", "H", "H", "H", "H", "C", "S", "O", "C", "H", "H", "H", "H", "H", "H", "C", "S", "O", "C", "H", "H", "H", "H", "H", "H", "C", "S", "O", "C", "H", "H", "H", "H", "H", "H", "C", "S", "O", "C", "H", "H", "H", "H", "H", "H", "C", "S", "O", "C", "H", "H", "H", "H", "H", "H", "C", "S", "O", "C", "H", "H", "H", "H", "H", "H", "C", "S", "O", "C", "H", "H", "H", "H", "H", "H", "C", "S", "O", "C", "H", "H", "H", "H", "H", "H", "C", "S", "O", "C", "H", "H", "H", "H", "H", "H", "C", "S", "O", "C", "H", "H", "H", "H", "H", "H"], "coordinates": [[-1.208, 8.408, -13.737], [-1.328, 10.019, -14.583], [-0.002, 10.608, -14.180], [-1.201, 9.436, -16.314], [-1.201, 8.699, -12.693], [-0.292, 7.925, -14.078], [-2.016, 7.751, -14.060], [-0.127, 9.369, -16.493], [-1.570, 10.185, -17.013], [-1.743, 8.509, -16.485], [0.409, 10.035, -9.372], [0.053, 9.467, -7.689], [0.923, 10.419, -6.892], [-1.611, 10.180, -7.590], [-0.261, 9.612, -10.123], [1.419, 9.738, -9.660], [0.408, 11.123, -9.445], [-1.706, 11.150, -8.078], [-1.991, 10.049, -6.584], [-2.234, 9.608, -8.296], [0.918, 8.184, -12.665], [2.318, 8.205, -11.514], [2.057, 7.070, -10.562], [3.599, 7.615, -12.656], [1.069, 8.755, -13.579], [0.045, 8.562, -12.141], [0.741, 7.129, -12.886], [3.599, 8.285, -13.516], [3.332, 6.604, -12.974], [4.593, 7.591, -12.221], [3.489, 3.327, -7.991], [4.409, 4.655, -8.821], [5.330, 4.001, -9.822], [3.018, 5.298, -9.768], [2.586, 3.718, -7.516], [4.107, 2.914, -7.196], [3.196, 2.560, -8.707], [3.336, 6.029, -10.507], [2.337, 5.735, -9.036], [2.485, 4.496, -10.283], [6.140, 7.252, -15.988], [5.621, 6.208, -17.355], [6.505, 6.426, -18.545], [6.153, 4.636, -16.659], [7.220, 7.260, -15.805], [5.812, 6.758, -15.069], [5.850, 8.294, -16.066], [7.212, 4.617, -16.398], [6.057, 3.828, -17.388], [5.473, 4.351, -15.854], [8.138, 10.852, -12.445], [7.386, 9.212, -12.620], [6.352, 9.243, -13.704], [8.790, 8.248, -13.246], [8.708, 11.164, -13.320], [8.733, 10.881, -11.531], [7.374, 11.607, -12.268], [8.378, 7.323, -13.643], [9.561, 8.126, -12.493], [9.126, 8.827, -14.110], [4.388, 11.543, -12.721], [2.915, 12.554, -12.426], [3.286, 13.632, -11.463], [2.906, 13.356, -14.075], [5.286, 12.114, -12.516], [4.349, 11.279, -13.780], [4.308, 10.580, -12.223], [2.017, 13.950, -14.290], [2.922, 12.608, -14.870], [3.747, 14.048, -14.142], [7.024, 2.312, -12.870], [7.219, 3.847, -11.888], [8.213, 4.703, -12.666], [5.549, 4.507, -12.291], [6.342, 1.665, -12.314], [7.987, 1.818, -12.963], [6.557, 2.537, -13.825], [5.296, 4.400, -13.343], [5.727, 5.572, -12.126], [4.797, 4.148, -11.598], [7.528, 6.864, -9.805], [6.824, 7.344, -8.194], [6.335, 8.746, -8.398], [5.288, 6.359, -8.396], [8.297, 7.576, -10.094], [6.785, 6.791, -10.596], [7.966, 5.876, -9.644], [4.644, 6.888, -9.100], [4.733, 6.474, -7.460], [5.526, 5.325, -8.632], [-1.365, 6.040, -8.759], [-1.218, 6.986, -10.323], [0.201, 7.025, -10.767], [-1.995, 5.753, -11.417], [-1.325, 6.804, -7.986], [-0.458, 5.441, -8.663], [-2.255, 5.419, -8.743], [-1.765, 5.984, -12.452], [-3.042, 5.598, -11.158], [-1.518, 4.779, -11.255], [4.120, 8.680, -4.545], [4.883, 8.103, -6.107], [5.127, 6.644, -5.883], [3.449, 8.244, -7.264], [3.433, 7.894, -4.228], [3.572, 9.617, -4.597], [4.969, 8.686, -3.864], [2.742, 7.418, -7.226], [3.889, 8.243, -8.267], [2.977, 9.218, -7.127], [2.834, 8.568, -16.544], [2.410, 9.478, -18.041], [2.042, 10.875, -17.593], [4.003, 9.448, -18.889], [3.517, 9.201, -15.978], [3.160, 7.540, -16.694], [1.910, 8.444, -15.977], [4.388, 8.430, -18.976], [4.702, 10.070, -18.325], [3.924, 9.863, -19.892]], "mulliken_charge": [-0.6841, 0.2416, -0.3943, -0.3919, 0.1675, 0.5110, 0.5242, -0.2658, 0.3817, 0.3599, -0.4401, 0.5610, -0.6722, -1.0135, 0.0404, -0.1471, 0.6574, 0.3517, 0.3592, 0.3010, -1.1129, 0.6575, 0.0973, -0.8294, 0.1937, -0.2441, 0.5419, 0.2541, 0.5664, -0.0250, -1.2522, 1.1034, -0.7462, -0.5136, 0.3632, 0.3889, 0.3154, -0.4218, 0.3188, 0.5599, -0.5785, 0.4341, -0.6809, -1.0703, 0.5535, -0.0525, 0.2615, 0.3316, 0.4998, 0.2665, -1.0330, 0.7937, -0.5837, -0.9832, 0.3301, 0.4009, 0.2180, 0.0669, 0.4310, 0.4493, -0.4786, 0.8173, -0.7444, -0.9441, 0.1364, 0.1963, 0.0474, 0.3584, 0.1663, 0.3735, -0.8838, 0.5743, -0.6459, -0.0129, 0.3611, 0.3712, 0.1288, 0.3264, -0.5607, 0.3351, -0.3201, 0.3727, -0.5852, 0.1539, 0.5000, -0.4780, 0.4636, -0.6279, 0.3412, -0.2545, -0.9152, 0.4643, -0.7909, -1.1673, 0.2629, 0.1560, 0.4810, 0.2623, 0.4330, 0.3268, -1.0188, 0.5129, -0.6249, -0.6501, 0.3002, 0.3435, 0.3836, 0.3290, 0.0626, 0.6220, 0.5609, 0.3828, -0.5850, -0.7503, -0.1813, 0.2166, -0.5025, 0.2502, 0.2550, 0.3755]}

---

# 2
{"formula": "C24H73CaN12O5P4", "method": "ωB97M-V/def2-TZVPD", "total_charge": 1, "total_energy_ev": -109789.505, "e_above_lowest_kcal_mol": 0.0, "lumo_energy_ev": -2.98, "symbols": ["Ca", "O", "H", "O", "P", "N", "C", "C", "N", "C", "C", "N", "C", "C", "H", "H", "H", "H", "H", "H", "H", "H", "H", "H", "H", "H", "H", "H", "H", "H", "H", "H", "O", "P", "N", "C", "C", "N", "C", "C", "N", "C", "C", "H", "H", "H", "H", "H", "H", "H", "H", "H", "H", "H", "H", "H", "H", "H", "H", "H", "H", "O", "P", "N", "C", "C", "N", "C", "C", "N", "C", "C", "H", "H", "H", "H", "H", "H", "H", "H", "H", "H", "H", "H", "H", "H", "H", "H", "H", "H", "O", "P", "N", "C", "C", "N", "C", "C", "N", "C", "C", "H", "H", "H", "H", "H", "H", "H", "H", "H", "H", "H", "H", "H", "H", "H", "H", "H", "H"], "coordinates": [[-10.105, 21.037, -18.171], [-11.794, 22.176, -18.768], [-12.525, 22.710, -19.095], [-14.073, 26.936, -14.178], [-12.826, 26.926, -14.955], [-12.903, 27.908, -16.295], [-13.623, 29.163, -16.111], [-11.891, 27.952, -17.331], [-12.346, 25.475, -15.591], [-11.767, 24.482, -14.708], [-12.921, 24.941, -16.813], [-11.544, 27.364, -13.993], [-10.190, 27.399, -14.474], [-11.812, 28.163, -12.793], [-13.800, 29.615, -17.087], [-13.059, 29.858, -15.479], [-14.589, 28.954, -15.657], [-11.304, 27.039, -17.331], [-11.200, 28.797, -17.178], [-12.377, 28.150, -18.291], [-12.350, 23.557, -14.727], [-10.734, 24.248, -14.996], [-11.765, 24.835, -13.679], [-12.987, 25.683, -17.606], [-12.313, 24.109, -17.167], [-13.958, 24.606, -16.668], [-9.496, 27.509, -13.642], [-9.960, 26.502, -15.056], [-9.995, 28.238, -15.165], [-11.772, 29.234, -13.030], [-11.001, 28.000, -12.077], [-12.756, 27.883, -12.344], [-11.449, 19.253, -17.648], [-12.762, 18.733, -17.136], [-13.537, 19.798, -16.166], [-12.949, 21.064, -15.765], [-14.916, 19.550, -15.813], [-12.626, 17.328, -16.282], [-12.396, 17.405, -14.840], [-11.906, 16.237, -16.942], [-13.804, 18.375, -18.363], [-13.858, 19.333, -19.442], [-14.643, 17.196, -18.488], [-13.046, 21.840, -16.524], [-11.880, 20.916, -15.572], [-13.404, 21.383, -14.827], [-15.164, 18.496, -15.942], [-15.617, 20.093, -16.460], [-15.103, 19.828, -14.776], [-13.087, 18.100, -14.365], [-12.629, 16.433, -14.407], [-11.377, 17.720, -14.590], [-11.750, 15.446, -16.209], [-12.491, 15.836, -17.764], [-10.913, 16.548, -17.279], [-14.908, 19.542, -19.687], [-13.417, 20.286, -19.141], [-13.371, 18.978, -20.354], [-14.463, 16.498, -17.681], [-14.502, 16.703, -19.457], [-15.702, 17.488, -18.474], [-8.563, 22.287, -19.356], [-8.319, 23.668, -19.873], [-6.833, 23.810, -20.531], [-5.796, 22.831, -20.198], [-6.402, 24.967, -21.294], [-8.508, 24.747, -18.633], [-9.046, 24.322, -17.346], [-8.312, 26.172, -18.834], [-9.294, 24.245, -21.055], [-9.137, 23.871, -22.450], [-10.657, 24.654, -20.721], [-5.998, 21.855, -20.637], [-5.688, 22.719, -19.115], [-4.835, 23.183, -20.567], [-7.158, 25.743, -21.333], [-6.136, 24.670, -22.315], [-5.490, 25.378, -20.852], [-8.719, 23.304, -17.117], [-8.638, 24.937, -16.543], [-10.139, 24.353, -17.319], [-8.508, 26.675, -17.881], [-7.275, 26.407, -19.066], [-9.041, 26.622, -19.514], [-9.307, 24.734, -23.099], [-8.151, 23.454, -22.643], [-9.872, 23.111, -22.750], [-11.356, 23.852, -20.969], [-10.900, 25.565, -21.269], [-10.757, 24.816, -19.650], [-12.885, 19.276, -24.829], [-11.619, 19.382, -24.084], [-11.016, 17.948, -23.515], [-11.979, 17.131, -22.780], [-10.027, 17.148, -24.231], [-11.855, 20.277, -22.686], [-12.868, 21.312, -22.649], [-10.973, 20.217, -21.545], [-10.392, 20.115, -24.930], [-10.686, 20.731, -26.207], [-9.034, 20.194, -24.475], [-12.793, 16.774, -23.427], [-12.463, 17.694, -21.983], [-11.487, 16.241, -22.387], [-10.506, 16.552, -25.017], [-9.522, 16.474, -23.539], [-9.274, 17.770, -24.698], [-12.405, 22.267, -22.365], [-13.221, 21.492, -23.665], [-13.706, 21.058, -22.000], [-10.530, 19.234, -21.403], [-10.207, 21.014, -21.608], [-11.516, 20.507, -20.634], [-11.662, 20.403, -26.561], [-10.772, 21.825, -26.137], [-9.919, 20.489, -26.945], [-8.877, 19.514, -23.637], [-8.816, 21.189, -24.060], [-8.327, 19.959, -25.271]], "mulliken_charge": [1.4312, -0.0341, -0.1427, -0.8960, 0.2475, 0.2742, -1.0084, -0.8267, 0.5687, -0.8040, -0.5656, 0.2703, -0.6705, -0.9849, 0.3656, 0.2938, 0.3197, 0.0453, 0.3407, 0.4002, 0.0268, 0.1745, 0.4375, 0.3309, -0.3433, 0.3613, 0.4535, 0.0126, 0.2005, 0.3178, 0.3135, 0.3302, -0.8403, -0.2006, 0.6362, -1.4859, -1.0880, 0.1808, -0.9737, -1.0350, 0.8404, 0.0090, -1.1792, 0.6369, 0.2323, 0.4010, 0.3853, 0.3097, 0.4143, 0.2991, 0.4227, 0.3007, 0.4247, 0.3232, 0.2340, 0.4429, -0.1464, -0.6811, 0.4575, 0.2322, 0.3011, -0.9714, 0.5450, 0.2177, -1.0909, -1.2420, 0.2837, -1.3436, -0.9430, 0.3752, -1.0495, 0.3026, 0.2604, 0.3080, 0.4345, 0.4374, 0.3680, 0.4284, 0.3899, 0.4271, 0.4265, 0.3972, 0.3193, 0.3094, 0.3595, 0.4122, 0.1722, -0.5868, 0.4559, -0.4470, -0.8911, 0.1923, 0.4545, -0.6906, -1.0392, 0.7140, -0.9065, -0.7522, 0.4635, -1.0788, -1.0166, 0.3057, -0.1237, 0.3915, 0.3344, 0.3528, 0.3577, 0.1756, 0.3600, 0.1629, 0.5441, -0.2678, 0.1765, 0.3233, 0.2780, 0.3324, 0.4206, -0.0162, 0.3932]}

---

# 3
{"formula": "C24H74N6O10", "method": "ωB97M-V/def2-TZVPD", "total_charge": -1, "multiplicity": 2, "total_energy_ev": -55497.359, "e_above_lowest_kcal_mol": 36.2, "lumo_energy_ev": [2.51, 2.42], "symbols": ["O", "H", "H", "O", "H", "H", "O", "H", "H", "O", "H", "H", "C", "C", "C", "O", "C", "N", "H", "H", "H", "H", "H", "H", "H", "H", "H", "H", "H", "C", "C", "C", "O", "C", "N", "H", "H", "H", "H", "H", "H", "H", "H", "H", "H", "H", "C", "C", "C", "O", "C", "N", "H", "H", "H", "H", "H", "H", "H", "H", "H", "H", "H", "C", "C", "C", "O", "C", "N", "H", "H", "H", "H", "H", "H", "H", "H", "H", "H", "H", "C", "C", "C", "O", "C", "N", "H", "H", "H", "H", "H", "H", "H", "H", "H", "H", "H", "C", "C", "C", "O", "C", "N", "H", "H", "H", "H", "H", "H", "H", "H", "H", "H", "H"], "coordinates": [[-0.676, 0.550, -0.153], [-0.136, -0.220, -0.329], [-1.489, 0.387, -0.631], [-3.103, 0.008, -1.681], [-3.878, 0.509, -1.424], [-2.634, 0.585, -2.283], [-2.493, -2.481, -2.209], [-2.264, -2.133, -3.071], [-2.903, -1.745, -1.754], [-0.761, 3.519, 0.602], [-0.525, 2.602, 0.744], [0.033, 3.918, 0.246], [-0.095, 1.767, -4.099], [-1.019, 2.942, -3.593], [-1.940, 3.649, -4.556], [-2.625, 4.741, -3.922], [-1.733, 5.924, -4.172], [-1.858, 2.473, -2.498], [-0.745, 0.976, -4.475], [0.620, 1.419, -3.354], [0.542, 2.062, -4.933], [-0.283, 3.676, -3.264], [-2.720, 2.908, -4.730], [-1.496, 3.864, -5.528], [-1.791, 6.217, -5.221], [-0.778, 5.548, -3.806], [-2.013, 6.677, -3.436], [-2.515, 3.219, -2.318], [-1.360, 2.332, -1.631], [-2.870, 0.497, 4.828], [-1.914, 1.743, 4.722], [-0.874, 1.556, 3.628], [0.239, 0.786, 4.014], [1.259, 0.733, 3.096], [-2.822, 2.745, 4.233], [-3.734, 0.441, 4.167], [-3.385, 0.478, 5.788], [-2.315, -0.441, 4.810], [-1.445, 1.877, 5.696], [-0.389, 2.496, 3.364], [-1.370, 1.322, 2.686], [1.810, 1.673, 3.109], [0.991, 0.566, 2.052], [1.898, -0.109, 3.364], [-3.726, 2.683, 4.680], [-2.437, 3.617, 4.568], [-1.194, -3.620, 4.721], [-2.570, -3.221, 4.115], [-2.464, -2.469, 2.823], [-3.767, -1.733, 2.643], [-3.801, -0.872, 1.498], [-3.358, -4.457, 3.937], [-0.499, -2.781, 4.737], [-0.873, -4.385, 4.013], [-1.394, -3.985, 5.728], [-3.025, -2.649, 4.923], [-2.336, -3.085, 1.933], [-1.648, -1.748, 2.771], [-3.095, -0.046, 1.589], [-4.854, -0.595, 1.523], [-3.652, -1.407, 0.560], [-2.773, -5.113, 3.440], [-4.146, -4.345, 3.315], [2.571, -1.570, -1.303], [3.882, -2.095, -0.835], [4.182, -3.602, -1.227], [4.055, -3.794, -2.640], [4.470, -5.131, -3.080], [4.760, -1.117, -1.520], [2.323, -0.537, -1.057], [1.779, -2.243, -0.976], [2.405, -1.552, -2.380], [3.970, -2.052, 0.250], [3.462, -4.212, -0.683], [5.232, -3.748, -0.975], [3.990, -5.919, -2.500], [5.522, -5.191, -2.802], [4.268, -5.427, -4.110], [5.722, -1.405, -1.627], [4.288, -1.201, -2.409], [0.821, -5.302, -1.713], [0.277, -5.794, -0.364], [0.095, -4.657, 0.689], [1.401, -4.239, 1.099], [1.465, -2.961, 1.793], [-0.991, -6.433, -0.622], [1.119, -6.211, -2.235], [1.673, -4.624, -1.659], [0.081, -4.769, -2.309], [1.044, -6.467, 0.018], [-0.668, -4.914, 1.425], [-0.416, -3.965, 0.020], [0.824, -2.225, 1.307], [2.436, -2.517, 2.010], [1.000, -3.149, 2.761], [-0.847, -6.900, -1.506], [-1.537, -5.597, -0.772], [0.864, 6.376, -2.014], [1.714, 6.279, -0.735], [2.516, 4.992, -0.693], [1.766, 3.798, -0.784], [2.369, 2.556, -0.251], [2.682, 7.423, -0.770], [0.010, 5.749, -1.757], [1.432, 6.107, -2.905], [0.483, 7.382, -2.189], [1.192, 6.399, 0.214], [3.036, 5.053, 0.263], [3.341, 4.902, -1.399], [1.716, 1.697, -0.097], [2.953, 2.624, 0.667], [3.132, 2.327, -0.995], [3.152, 7.557, -1.654], [2.151, 8.256, -0.561]], "mulliken_spin": [0.5052, 0.0276, -0.0274, -1.4486, 0.2936, 0.2365, 0.0694, -0.1034, 0.3282, -0.0920, 0.0102, 0.0649, 0.8602, -1.4336, 0.6288, -0.1487, 0.1239, 0.3806, -0.1806, 0.2550, -0.1315, -0.0106, -0.0313, 0.0320, -0.0129, -0.0307, -0.0033, 0.0009, 0.0354, -0.0135, 0.0034, -0.0190, -0.0749, 0.0754, -0.0118, 0.0080, 0.0015, -0.0011, 0.0127, 0.0358, 0.0211, 0.0162, 0.0697, -0.0184, -0.0013, -0.0082, 0.0039, 0.0053, -0.0918, -0.0914, 0.4760, 0.0038, -0.0001, 0.0072, -0.0027, -0.0009, 0.0791, -0.0326, 0.0886, 0.0072, -0.2494, -0.0030, -0.0014, -0.2900, -0.0173, 0.0689, -0.1272, 0.1300, 0.0813, -0.1875, 0.3345, 0.1238, 0.0013, 0.0016, 0.0177, 0.0045, -0.0059, -0.0017, -0.0469, -0.0198, 0.1291, -0.0146, 0.0277, -0.0003, -0.0863, 0.0276, -0.0128, -0.0437, 0.0587, -0.0050, -0.0311, 0.0560, 0.1359, -0.0022, -0.0026, -0.0108, -0.0305, 0.1253, -0.0696, 0.0404, -0.2042, 0.3025, -0.0080, -0.0529, -0.0265, 0.0394, 0.0069, 0.0405, 0.0357, 0.0518, -0.0441, 0.0257, -0.0092, -0.0069]}